Molecular formula: C68H189N15O19
Method: DFT, ωB97M-V/def2-TZVPD

The total energy comes out at -4954.7949 a.u. The max |F| comes out at 2.75 eV/A. The HOMO-LUMO gap is 9.004 eV. The value obtained for the highest occupied orbital energy is -8.55 eV. As for the LUMO energy: 0.017 Eh.

The geometry in XYZ format:
```
291
Properties=species:S:1:pos:R:3:forces:R:3:lowdin_charge:R:1
C 7.572 1.777 4.125 -0.82 0.86 0.05 -0.0669
C 6.223 1.171 4.563 0.04 -0.46 -0.41 -0.4076
C 4.980 2.081 4.504 -0.10 -0.83 -0.32 -0.1813
O 3.827 1.349 4.961 0.84 -0.26 -0.15 -0.2113
C 2.608 2.058 4.813 0.98 0.55 -0.11 -0.1044
N 6.027 -0.031 3.706 -0.25 0.54 0.34 0.0371
H 7.839 2.632 4.748 -0.04 0.10 0.05 0.0708
H 7.544 2.125 3.076 0.01 -0.34 0.42 0.0831
H 8.363 1.048 4.265 0.02 -0.21 -0.18 0.0683
H 6.308 0.921 5.624 0.05 -0.27 0.15 0.1288
H 4.771 2.390 3.485 0.16 0.26 -0.44 0.1143
H 5.136 2.958 5.130 0.02 0.21 0.12 0.1251
H 1.899 1.520 5.445 -0.17 0.47 -0.14 0.0789
H 2.273 2.138 3.767 -0.05 -0.40 0.11 0.0711
H 2.811 3.102 5.111 -0.64 -0.21 0.38 0.0791
H 5.055 -0.325 3.755 0.24 -0.21 0.23 0.0423
H 6.646 -0.782 4.010 -0.37 0.17 -0.08 0.0743
C 3.761 5.435 -0.195 -0.33 -0.54 -0.52 -0.0883
C 4.617 5.369 -1.478 -0.91 -0.16 0.56 -0.4106
C 3.780 5.668 -2.774 0.72 -0.46 1.63 -0.1886
O 4.605 5.809 -3.898 0.34 -0.10 0.76 -0.1736
C 3.877 6.275 -4.989 -0.23 -0.45 -0.52 -0.1232
N 5.698 6.269 -1.190 1.46 0.47 -0.48 0.0258
H 2.960 4.685 -0.113 0.13 0.13 -0.28 0.0643
H 3.307 6.415 -0.182 -0.28 0.42 0.37 0.0662
H 4.418 5.304 0.670 -0.08 0.14 -0.21 0.0730
H 5.035 4.356 -1.481 0.08 0.08 -0.54 0.1319
H 3.244 6.601 -2.564 -0.22 0.09 -0.20 0.1172
H 3.068 4.853 -2.927 -0.24 0.04 -0.03 0.1098
H 3.147 5.519 -5.342 0.40 0.16 -0.08 0.0895
H 4.623 6.525 -5.742 -0.33 0.03 -0.24 0.0929
H 3.277 7.138 -4.715 -0.02 0.49 0.00 0.0720
H 5.492 7.254 -1.018 -0.47 -0.52 -0.19 0.0838
H 6.411 6.227 -1.908 -0.06 0.12 -0.02 0.0724
C 0.883 2.740 -3.563 -0.45 0.76 0.54 -0.0309
C 0.159 3.903 -2.757 0.85 -1.00 -1.26 -0.3893
C -0.457 4.939 -3.722 1.10 0.05 0.88 -0.1824
O 0.600 5.674 -4.344 -0.38 0.00 0.07 -0.2085
C 0.134 6.537 -5.354 -0.17 -0.51 -0.91 -0.1175
N -0.873 3.414 -1.881 0.03 0.10 0.91 0.0572
H 1.695 3.085 -4.207 -0.10 0.24 -0.05 0.0713
H 0.143 2.224 -4.163 -0.20 -0.10 -0.19 0.0409
H 1.306 1.998 -2.891 -0.03 0.05 0.32 0.0452
H 0.935 4.345 -2.139 0.09 0.56 0.07 0.1083
H -1.095 5.611 -3.154 -0.18 0.23 0.17 0.1024
H -1.085 4.446 -4.449 -0.20 -0.34 -0.51 0.1145
H -0.634 7.259 -5.039 0.40 0.06 0.32 0.0907
H -0.326 5.971 -6.176 -0.19 -0.24 0.13 0.0858
H 0.989 7.003 -5.849 0.01 0.33 0.52 0.0790
H -0.530 2.692 -1.240 0.30 0.26 -0.21 0.0377
H -1.564 2.953 -2.429 -1.00 -0.37 -0.67 0.0272
C -4.619 0.713 -2.793 -0.60 -0.15 0.17 -0.0680
C -4.560 1.941 -3.650 1.87 0.80 0.33 -0.4144
C -4.868 3.215 -2.855 0.55 -0.29 -0.36 -0.2084
O -4.404 4.314 -3.612 -0.61 0.65 0.02 -0.2098
C -4.601 5.595 -2.973 0.22 -1.65 0.00 -0.0716
N -3.150 1.994 -4.119 -0.33 -0.43 0.85 0.0599
H -4.324 -0.126 -3.444 -0.36 -0.11 0.54 0.0810
H -5.620 0.599 -2.342 0.31 -0.34 -0.22 0.0916
H -3.888 0.823 -1.984 -0.11 -0.11 -0.12 0.0549
H -5.199 1.894 -4.506 -0.87 -0.17 -0.52 0.1284
H -4.300 3.185 -1.912 -0.26 -0.04 0.04 0.1101
H -5.952 3.257 -2.672 0.10 0.20 0.17 0.1327
H -5.655 5.816 -2.829 -0.31 0.00 -0.08 0.0793
H -4.161 6.300 -3.652 0.25 0.50 -0.01 0.0775
H -4.112 5.562 -1.995 0.17 0.38 -0.06 0.0710
H -3.043 2.752 -4.767 0.16 0.09 -0.45 0.0573
H -2.894 1.087 -4.530 -0.06 0.81 -0.22 0.0470
C 0.228 6.394 1.002 1.06 1.20 -0.16 -0.0568
C -0.756 7.126 0.060 0.84 0.53 -0.55 -0.3851
C -0.123 7.695 -1.294 -0.03 0.06 1.40 -0.1453
O 0.743 8.827 -1.039 -0.17 -1.22 1.08 -0.2002
C 1.213 9.542 -2.148 -1.30 -0.53 -0.45 -0.1175
N -1.776 6.172 -0.298 -0.25 -1.06 -1.06 0.0405
H -0.375 6.061 1.843 0.12 -0.12 0.05 0.0494
H 1.064 6.994 1.424 -0.59 0.12 -0.28 0.0726
H 0.764 5.565 0.494 -0.72 0.18 0.14 0.0812
H -1.302 7.946 0.562 0.69 -0.06 0.00 0.1384
H -0.944 8.020 -1.917 -0.43 0.12 -0.27 0.1093
H 0.363 6.846 -1.808 0.34 0.40 0.07 0.1084
H 1.746 8.894 -2.835 0.46 -0.07 -0.19 0.0702
H 1.806 10.380 -1.815 0.29 0.02 0.20 0.0835
H 0.344 9.932 -2.691 0.05 0.20 -0.22 0.0856
H -2.209 5.769 0.528 0.08 0.20 0.04 0.0308
H -1.318 5.345 -0.719 -0.44 0.32 -0.10 0.0462
C 0.267 7.991 6.410 -0.65 -1.20 -0.80 -0.0421
C 0.498 6.628 5.677 -0.76 0.94 0.26 -0.4631
C 1.647 6.680 4.719 0.54 -1.15 -0.45 -0.1860
O 1.768 5.381 4.124 -1.00 0.30 -0.13 -0.2544
C 2.840 5.312 3.225 1.27 -0.70 1.33 -0.1269
N 0.508 5.589 6.650 0.30 -0.22 1.35 0.0494
H 1.055 8.309 7.085 0.45 -0.07 -0.18 0.0715
H -0.640 7.900 7.028 0.21 0.10 -0.41 0.0817
H 0.116 8.688 5.593 -0.03 0.66 0.30 0.0712
H -0.353 6.469 5.009 -0.39 0.00 0.16 0.1235
H 2.602 6.840 5.212 0.28 0.69 0.19 0.1298
H 1.427 7.388 3.915 0.31 0.35 0.13 0.1259
H 2.860 4.314 2.782 -0.46 0.30 -0.48 0.0760
H 3.748 5.290 3.872 0.06 0.51 -0.63 0.0969
H 2.877 6.141 2.514 -0.05 -0.21 -0.09 0.0754
H 1.186 5.824 7.377 -0.21 -0.44 -0.16 0.0844
H 0.627 4.632 6.351 0.23 0.19 -0.36 0.0624
C -4.170 -0.270 2.979 0.96 -0.11 -0.51 -0.0665
C -4.906 0.979 2.625 -0.10 1.08 -0.08 -0.4775
C -5.415 0.949 1.202 -0.32 1.11 -0.65 -0.1786
O -6.163 2.113 0.797 -0.22 -1.11 0.29 -0.1904
C -5.478 3.337 0.787 0.54 -0.49 0.62 -0.1136
N -5.875 1.204 3.665 -0.51 -0.21 0.70 0.0568
H -3.847 -0.129 3.996 -0.06 -0.51 0.55 0.0707
H -3.248 -0.364 2.394 -0.12 -0.16 -0.18 0.0708
H -4.781 -1.160 2.824 0.00 -0.08 0.26 0.0852
H -4.207 1.824 2.684 0.06 -0.14 -0.04 0.1066
H -6.088 0.115 1.041 -0.19 -0.25 -0.02 0.1270
H -4.562 0.860 0.517 0.14 -0.16 -0.03 0.1068
H -5.328 3.717 1.815 -0.38 0.29 -0.36 0.0781
H -6.064 3.980 0.137 0.14 0.38 0.23 0.0920
H -4.462 3.221 0.403 0.13 0.04 -0.34 0.0771
H -6.394 2.068 3.649 -0.05 -0.04 -0.41 0.0734
H -6.497 0.413 3.809 0.04 0.28 -0.13 0.0837
C -7.873 -4.924 1.106 0.83 -0.97 -1.34 -0.0384
C -6.999 -5.281 -0.135 0.65 -0.43 0.43 -0.4164
C -5.527 -4.770 -0.039 -1.23 1.60 0.88 -0.1717
O -5.596 -3.323 -0.135 0.23 0.14 0.07 -0.2258
C -4.312 -2.689 -0.026 -0.59 -0.74 0.01 -0.0989
N -7.060 -6.729 -0.369 -0.24 0.09 0.22 0.0328
H -8.909 -5.225 0.907 0.30 0.15 0.17 0.0818
H -7.791 -3.886 1.355 -0.05 0.61 0.10 0.0614
H -7.457 -5.520 1.910 -0.18 -0.08 0.49 0.0689
H -7.402 -4.834 -1.028 -0.31 0.37 -0.30 0.1088
H -4.882 -5.121 -0.836 0.08 -0.47 -0.23 0.1114
H -5.119 -5.021 0.955 0.17 -0.20 -0.24 0.1164
H -4.371 -1.596 -0.033 -0.53 -0.20 -0.39 0.0664
H -3.703 -3.042 -0.878 0.28 0.21 0.52 0.0790
H -3.908 -2.924 0.963 0.52 -0.31 -0.18 0.0781
H -6.620 -6.972 -1.246 0.11 -0.23 0.17 0.0594
H -6.741 -7.329 0.396 0.05 0.49 -0.40 0.0693
C -1.220 -4.279 3.660 0.69 0.90 0.91 -0.0389
C -0.209 -4.740 4.789 -0.67 1.34 -1.85 -0.4232
C 1.053 -3.842 4.840 -0.89 0.13 0.01 -0.1909
O 0.688 -2.445 4.875 0.81 -0.94 0.01 -0.2017
C 1.825 -1.615 5.130 0.00 -0.40 -1.39 -0.0919
N -0.895 -4.690 6.021 -0.27 -0.93 2.58 0.0159
H -1.739 -3.370 3.998 0.12 -0.24 0.18 0.0733
H -1.998 -4.982 3.385 0.21 -0.43 0.13 0.0622
H -0.683 -3.930 2.790 0.23 -0.27 -0.50 0.0379
H 0.045 -5.782 4.588 0.42 0.08 0.00 0.1322
H 1.682 -4.040 3.978 0.47 0.03 -0.18 0.1034
H 1.547 -4.083 5.791 0.36 -0.05 -0.26 0.1192
H 2.625 -1.682 4.345 -0.71 -0.22 0.24 0.0835
H 2.340 -1.846 6.058 -0.29 0.12 0.46 0.0900
H 1.415 -0.622 5.050 0.19 0.46 0.48 0.0611
H -0.291 -5.072 6.773 -0.64 0.18 -0.59 0.0897
H -1.116 -3.753 6.334 -0.03 0.21 -0.39 0.0769
C 4.762 -7.570 3.942 -0.03 0.42 0.66 -0.0751
C 4.604 -6.783 2.657 -0.36 0.02 0.12 -0.4609
C 4.889 -5.309 2.966 -0.21 -0.91 -1.05 -0.2060
O 4.616 -4.575 1.770 0.66 0.69 0.87 -0.2056
C 4.975 -3.216 2.013 -0.74 0.08 0.13 -0.1163
N 5.370 -7.438 1.617 0.52 -0.29 0.27 0.0583
H 4.822 -8.645 3.744 -0.42 0.23 0.24 0.0839
H 3.984 -7.257 4.656 -0.10 -0.67 -0.27 0.0795
H 5.669 -7.275 4.477 0.35 -0.10 -0.28 0.0762
H 3.545 -6.794 2.366 0.00 -0.16 -0.09 0.1272
H 5.937 -5.217 3.253 0.19 0.28 0.06 0.1278
H 4.234 -4.977 3.792 0.19 0.07 -0.20 0.1215
H 6.049 -3.045 2.185 -0.21 -0.28 -0.13 0.0958
H 4.410 -2.867 2.891 0.25 0.07 0.05 0.0711
H 4.621 -2.606 1.189 0.18 0.01 -0.34 0.0689
H 5.485 -6.956 0.725 0.26 0.10 0.59 0.0336
H 6.252 -7.821 1.990 -0.60 0.56 -0.59 0.0873
C -0.305 -4.204 -6.115 0.38 0.23 0.74 -0.0439
C -1.587 -4.015 -5.309 0.34 0.60 0.16 -0.4034
C -1.429 -3.398 -3.893 -0.17 -0.02 -1.47 -0.2268
O -0.581 -4.213 -3.201 0.97 -0.74 1.27 -0.1735
C -0.057 -3.634 -2.007 0.57 -0.84 -0.89 -0.0886
N -2.415 -3.114 -6.100 -0.90 0.17 0.29 0.0398
H 0.216 -3.243 -6.205 0.01 -0.13 0.06 0.0753
H -0.557 -4.518 -7.126 -0.05 -0.17 -0.07 0.0738
H 0.368 -4.941 -5.665 -0.14 0.16 -0.08 0.0820
H -2.052 -4.981 -5.174 -0.27 -0.52 0.09 0.1310
H -2.386 -3.322 -3.366 -0.37 0.11 -0.17 0.1181
H -1.005 -2.404 -3.972 0.07 0.62 -0.21 0.1134
H 0.587 -2.773 -2.251 -0.39 -0.03 0.19 0.0774
H 0.593 -4.433 -1.645 -0.03 0.23 0.43 0.0739
H -0.835 -3.385 -1.278 0.01 0.12 -0.06 0.0863
H -3.312 -3.026 -5.628 -0.22 0.12 -0.16 0.0698
H -2.624 -3.555 -6.989 0.01 0.14 -0.10 0.0928
C 3.816 -4.164 -2.556 -0.10 1.75 -0.02 -0.0775
C 4.542 -5.392 -2.128 -0.37 -1.60 -0.60 -0.4482
C 5.870 -5.087 -1.475 0.46 -1.21 0.75 -0.1597
O 6.512 -6.271 -0.930 -0.51 0.72 0.40 -0.2460
C 7.025 -7.208 -1.840 -0.35 -0.06 -0.07 -0.1104
N 3.594 -6.169 -1.284 0.48 0.58 0.24 0.0635
H 2.830 -4.405 -2.978 0.35 0.15 0.21 0.0838
H 4.377 -3.541 -3.259 0.05 -0.40 -0.39 0.0808
H 3.724 -3.430 -1.724 -0.40 -0.65 -0.03 0.0833
H 4.745 -6.012 -3.027 -0.18 0.22 0.36 0.1423
H 5.671 -4.499 -0.588 0.15 0.38 0.17 0.1072
H 6.593 -4.596 -2.129 -0.15 0.22 -0.21 0.1296
H 6.211 -7.798 -2.298 0.27 0.40 -0.42 0.0882
H 7.578 -7.951 -1.258 0.29 0.34 -0.08 0.0890
H 7.667 -6.673 -2.563 -0.19 -0.61 -0.05 0.0968
H 3.358 -5.567 -0.480 0.17 -0.57 -0.25 0.0694
H 4.013 -7.031 -0.927 -0.04 0.40 -0.03 0.0649
C -3.918 -8.427 2.018 0.36 0.47 0.29 -0.0769
C -2.800 -8.795 1.057 0.33 -0.89 0.73 -0.4330
C -1.778 -7.677 0.982 0.64 -0.64 0.50 -0.2443
O -0.651 -8.089 0.232 0.99 1.69 -0.34 -0.1933
C 0.425 -7.054 0.260 -0.64 -2.45 0.05 -0.0462
N -2.212 -10.063 1.556 0.18 -0.15 -1.30 0.0334
H -4.656 -9.215 2.042 -0.32 -0.12 -0.11 0.0734
H -4.358 -7.478 1.710 -0.26 0.00 0.09 0.0545
H -3.552 -8.306 3.055 0.02 0.00 -0.42 0.0865
H -3.258 -8.954 0.067 0.39 -0.16 0.20 0.1436
H -1.387 -7.499 1.999 -0.49 0.36 0.07 0.1217
H -2.271 -6.798 0.580 0.14 0.56 -0.17 0.1169
H 1.226 -7.489 -0.338 -0.13 0.25 -0.20 0.0741
H 0.834 -6.963 1.273 -0.36 0.23 0.10 0.0774
H 0.098 -6.114 -0.152 -0.25 0.34 -0.08 0.0551
H -1.860 -9.956 2.496 0.02 0.20 0.18 0.0617
H -1.413 -10.360 0.972 -0.64 0.39 0.43 0.0780
C -1.329 -0.272 -1.538 0.07 -0.43 1.42 -0.0284
C -0.905 0.099 -0.076 0.86 -0.10 -0.72 -0.3518
C -0.454 -1.101 0.817 -0.76 -0.79 -0.47 -0.1613
O 0.756 -1.660 0.276 -0.52 0.75 -0.33 -0.2247
C 1.265 -2.769 0.970 -0.04 0.13 0.49 -0.0961
N 0.229 1.060 -0.113 -0.77 -0.36 -0.14 0.0592
H -1.484 0.612 -2.165 0.35 -0.23 0.11 0.0599
H -2.279 -0.815 -1.494 -0.02 0.01 0.00 0.0568
H -0.605 -0.985 -1.912 0.26 0.23 -0.55 0.0407
H -1.760 0.618 0.325 -0.32 0.05 0.77 0.1070
H -1.213 -1.912 0.925 0.13 0.34 -0.47 0.1196
H -0.306 -0.782 1.850 0.35 0.35 0.13 0.1083
H 2.284 -2.963 0.655 0.30 0.31 -0.15 0.0705
H 0.731 -3.691 0.723 -0.40 0.02 0.34 0.0734
H 1.271 -2.545 2.053 -0.08 -0.42 -0.21 0.0868
H 1.017 0.463 -0.345 0.41 0.47 0.24 0.0497
H 0.347 1.493 0.807 0.25 -0.25 -0.25 0.0652
C -1.130 1.871 3.969 -0.15 -1.49 0.53 -0.0585
C -1.353 2.988 2.985 -0.53 -0.55 -0.24 -0.4416
C -2.459 3.925 3.469 -0.33 0.13 -1.21 -0.1632
O -2.815 4.796 2.364 -0.13 0.04 1.26 -0.2375
C -3.465 5.993 2.813 1.01 0.11 -0.07 -0.0988
N -0.082 3.609 2.714 -0.11 -0.39 -0.47 0.0923
H -0.727 2.219 4.924 -0.10 0.18 0.02 0.0792
H -0.424 1.094 3.617 -0.09 0.60 -0.17 0.0711
H -2.044 1.288 4.181 0.14 0.49 0.03 0.0687
H -1.752 2.533 2.056 0.23 0.24 0.14 0.1345
H -2.128 4.565 4.274 0.21 0.03 0.61 0.1163
H -3.344 3.333 3.765 0.21 0.31 0.12 0.1173
H -2.827 6.615 3.482 0.05 -0.53 -0.24 0.0880
H -4.384 5.824 3.387 -0.11 -0.17 -0.52 0.0905
H -3.567 6.570 1.895 -0.70 0.14 0.17 0.0812
H 0.326 3.952 3.566 0.24 0.29 0.26 0.0469
H -0.204 4.391 2.094 0.09 0.04 -0.11 0.0205
C 3.528 0.574 1.019 0.22 -0.23 0.10 -0.0709
C 3.946 1.635 0.026 0.61 0.37 0.31 -0.3127
O 4.877 1.160 -0.916 -0.72 -0.47 -1.88 -0.0722
H 3.235 -0.315 0.457 -0.01 -0.07 -0.04 0.0644
H 2.678 0.843 1.636 -0.21 0.34 0.06 0.0612
H 4.338 0.306 1.689 0.27 -0.07 0.07 0.0469
H 4.423 2.538 0.423 -0.59 -0.01 0.72 0.1029
H 3.061 1.940 -0.529 0.05 0.14 -0.31 0.0975
H 5.733 0.883 -0.618 0.32 0.02 0.96 0.0786
C 2.754 -0.617 -3.247 -0.01 0.78 0.59 -0.0829
C 1.962 -0.905 -4.501 0.48 0.03 0.49 -0.3244
O 2.681 -0.610 -5.692 -0.19 0.07 -0.02 -0.0648
H 2.243 -0.912 -2.313 -0.04 -0.12 -0.41 0.0684
H 2.965 0.447 -3.130 -0.05 0.14 -0.09 0.0582
H 3.720 -1.089 -3.268 0.39 -0.42 -0.06 0.0629
H 0.996 -0.403 -4.440 -0.18 0.07 -0.25 0.0950
H 1.817 -1.970 -4.524 -0.42 -0.58 -0.26 0.0925
H 2.793 0.342 -5.781 -0.04 0.01 0.14 0.0829
C -0.849 1.590 -6.984 0.07 -0.48 1.35 -0.0672
C -1.093 0.069 -6.860 -0.50 0.87 0.59 -0.2921
O -2.228 -0.140 -6.034 -0.30 -0.73 0.48 -0.1400
H -1.731 2.183 -7.249 0.11 -0.48 -0.51 0.0776
H -0.007 1.728 -7.638 0.19 0.38 -0.60 0.0637
H -0.549 2.030 -6.013 -0.04 -0.48 -0.32 0.0413
H -0.230 -0.458 -6.426 0.04 0.28 -0.30 0.0934
H -1.341 -0.353 -7.818 0.30 -0.18 -0.72 0.1017
H -2.374 -1.117 -5.985 0.25 0.62 -0.16 0.0444
C -6.965 -4.396 -3.938 0.43 -0.15 -0.26 -0.0777
C -5.896 -3.335 -3.800 0.08 -0.22 0.14 -0.3220
O -5.973 -2.409 -4.867 0.40 0.20 -0.34 -0.0808
H -6.734 -5.265 -3.341 0.07 -0.30 0.36 0.0550
H -6.941 -4.714 -4.976 -0.16 -0.12 -0.18 0.0790
H -7.961 -4.074 -3.696 -0.45 0.34 0.13 0.0721
H -4.927 -3.842 -3.897 -0.01 0.22 0.03 0.0987
H -5.903 -2.818 -2.836 -0.07 -0.11 0.08 0.1050
H -6.617 -1.730 -4.665 -0.14 0.11 0.09 0.0829
```
Forces are in eV/Å.